No. 1
This record from OMol25 describes a 2-piece molecular cluster, C10H16O overall in a non-equilibrium geometry. The level of theory is ωB97M-V/def2-TZVPD.

```
27
C10H16O | OMol25 | ωB97M-V/def2-TZVPD
C -0.82681 -1.90623 1.73335
C 0.41137 -1.23784 1.31994
C 1.22136 -0.44100 2.16833
C 2.27738 0.28120 1.68354
C 2.77947 -0.01713 0.41431
O 4.00635 0.51631 0.13260
C 2.04480 -0.77315 -0.48272
C 0.89863 -1.40979 0.02487
H -0.89094 -2.19164 2.78065
H -1.08908 -2.80842 1.16555
H -1.63978 -1.26252 1.34739
H 0.76809 -0.33246 3.14840
H 2.79305 1.03840 2.25659
H 4.16347 0.51988 -0.83042
H 2.28170 -0.90666 -1.52935
H 0.33674 -2.11644 -0.57665
C -1.48327 0.19882 -2.05724
C -2.43165 1.10916 -1.24618
C -1.64770 2.32339 -0.67245
H -0.66443 -0.09597 -1.39274
H -1.11905 0.66771 -2.96621
H -1.93081 -0.78236 -2.25282
H -3.29830 1.41412 -1.83150
H -2.80562 0.46731 -0.44465
H -0.60146 2.15767 -0.95978
H -1.78448 3.18684 -1.33101
H -1.76902 2.40082 0.39819
```

For the LUMO energy, the calculation gives 0.84 eV. The energy relative to the best compared isomer or geometry (same formula, charge and spin) comes out at 150.7 kJ/mol. The structure (SMILES) is Cc1ccc(O)cc1.CCC. Its highest occupied orbital energy is -8.30 eV.


No. 2
This record from OMol25 describes a 2-piece molecular cluster, C4H9BBrF4NO overall in a non-equilibrium geometry. The level of theory is ωB97M-V/def2-TZVPD.

```
21
C4H9BBrF4NO | OMol25 | ωB97M-V/def2-TZVPD
Br 2.54856 -2.23090 1.24296
C 1.04974 -0.94804 1.36391
C 1.55910 0.43083 0.89698
O 0.56347 1.30341 0.41970
C -0.74238 0.97542 0.86931
C -1.16109 -0.50143 0.60738
N 0.02601 -1.37970 0.37474
H 0.68024 -0.99832 2.38971
H 2.21436 0.88931 1.65717
H 2.21931 0.22869 0.03522
H -1.43351 1.57620 0.26594
H -0.92660 1.28928 1.91487
H -1.85843 -0.52236 -0.24102
H -1.68606 -0.90134 1.48969
H 0.36961 -1.24561 -0.59096
H -0.20695 -2.35834 0.52550
B -0.64344 0.88322 -2.65377
F -1.72752 -0.00972 -2.44536
F -0.82320 2.03303 -1.84915
F 0.56712 0.22738 -2.27766
F -0.58834 1.25899 -3.99515
```

For the LUMO energy, the calculation gives -0.65 eV. Its highest occupied orbital energy is -10.95 eV.


No. 3
This record from OMol25 describes an isolated ion of composition C6H13N and charge -1 in a non-equilibrium geometry. The level of theory is ωB97M-V/def2-TZVPD.

```
20
C6H13N | OMol25 | ωB97M-V/def2-TZVPD
C 1.23036 -1.35694 -1.52416
N 0.55198 -1.23402 -0.11182
C 0.68102 0.15787 0.38655
C -0.69656 0.99199 0.72357
C -1.02818 0.48340 2.10705
C -2.00317 0.98665 2.88098
C 0.91043 -0.37231 -2.59173
H 0.88935 -2.35039 -1.91899
H 2.36519 -1.18034 -1.37525
H -0.41076 -1.55012 -0.01895
H 1.27056 0.03907 1.36223
H 1.20881 0.80064 -0.33756
H -0.44721 2.10592 0.67173
H -1.40367 0.73734 -0.18597
H -0.35483 -0.31338 2.52884
H -2.20964 0.77736 3.84735
H -2.70863 1.78729 2.34831
H 1.70728 0.13583 -2.98272
H 0.29752 -0.99999 -3.44785
H 0.15015 0.35413 -2.36160
```

For the LUMO energy (alpha / beta), the calculation gives 3.81 / 3.65 eV. The energy relative to the best compared isomer or geometry (same formula, charge and spin) comes out at 310.2 kJ/mol. Its highest occupied orbital energy (alpha / beta) is 1.52 / -3.45 eV. The multiplicity is 2. The charge is -1.


No. 4
This record from OMol25 describes an isolated ion of composition C5H12N2 and charge +2 in a non-equilibrium geometry. The level of theory is ωB97M-V/def2-TZVPD.

```
19
C5H12N2 | OMol25 | ωB97M-V/def2-TZVPD
C -1.05999 -1.81442 -2.84989
N -1.28292 -1.87916 -1.58560
C -0.50754 -1.30745 -0.54026
C 0.21663 -0.16835 -0.69055
C 1.00914 0.32864 0.49476
C 0.33686 1.77160 0.95966
N 0.34300 1.58769 2.45852
H -1.38261 -2.48010 -3.66323
H -0.24929 -1.13352 -3.15726
H -1.95327 -2.61323 -1.35485
H -0.27272 -2.09434 0.20898
H 0.23052 0.49064 -1.55548
H 2.01463 0.63067 0.21474
H 1.10642 -0.45305 1.25566
H 0.98798 2.61503 0.74496
H -0.64103 1.86964 0.50854
H -0.43409 1.00767 2.77652
H 1.21730 1.16018 2.81073
H 0.32098 2.48185 2.96404
```

For the LUMO energy, the calculation gives -8.59 eV. The energy relative to the best compared isomer or geometry (same formula, charge and spin) comes out at 90.7 kJ/mol. The structure (SMILES) is C=[NH+]/C=C/CC[NH3+]. Its highest occupied orbital energy is -18.14 eV. The charge is +2.